[1]
Below is C36H47N12O3STi as an isolated structure, with properties calculated with ωB97M-V/def2-TZVPD.

```
100
Properties=species:S:1:pos:R:3:lowdin_charge:R:1
Ti 0.082 0.180 0.386 1.075
O -0.143 3.886 -1.763 0.054
C -0.124 3.358 -3.018 -0.244
C -0.321 4.251 -4.067 -0.011
C -0.331 3.801 -5.372 -0.071
C -0.147 2.449 -5.653 -0.080
C 0.049 1.563 -4.617 -0.015
C 0.071 1.995 -3.287 -0.082
C 0.274 0.996 -2.233 -0.433
O 0.355 1.419 -0.950 -0.246
N 0.365 -0.265 -2.448 0.103
N 0.360 -0.943 -1.243 -0.172
C 1.057 -2.108 -1.223 -0.098
C 2.176 -2.481 -1.929 -0.125
C 2.512 -3.891 -1.922 -0.070
C 3.582 -4.379 -2.579 -0.090
C 4.426 -3.471 -3.317 -0.069
C 4.205 -2.143 -3.322 -0.011
C 3.122 -1.536 -2.548 -0.362
O 3.081 -0.319 -2.359 0.025
H -0.015 3.150 -1.147 0.054
H -0.468 5.296 -3.830 0.119
H -0.486 4.506 -6.178 0.107
H -0.160 2.095 -6.675 0.103
H 0.193 0.509 -4.812 0.117
H 0.624 -2.858 -0.559 0.102
H 1.841 -4.565 -1.397 0.111
H 3.799 -5.438 -2.586 0.101
H 5.262 -3.876 -3.875 0.108
H 4.846 -1.458 -3.863 0.116
C -6.029 2.528 0.156 -0.078
C -5.679 1.200 0.815 -0.259
N -4.720 0.419 0.039 -0.024
C -3.378 0.729 0.061 -0.819
S -2.399 0.223 -1.232 0.824
N -2.936 1.398 1.094 -0.001
N -1.562 1.603 1.078 -0.046
C -1.193 2.809 1.338 -0.253
C -2.089 4.002 1.320 0.011
C 0.208 2.940 1.805 -0.204
C 0.792 4.154 2.131 0.022
C 1.990 4.148 2.830 -0.019
C 2.562 2.938 3.179 -0.034
C 1.963 1.774 2.723 -0.121
N 0.825 1.768 2.037 0.053
H -6.624 3.153 0.823 0.076
H -6.602 2.376 -0.760 0.076
H -5.118 3.071 -0.102 0.066
H -6.573 0.589 0.951 0.111
H -5.245 1.369 1.798 0.093
H -5.023 0.161 -0.888 0.108
H -3.120 3.693 1.458 0.071
H -2.002 4.487 0.343 0.104
H -1.820 4.725 2.087 0.083
H 0.306 5.082 1.867 0.122
H 2.456 5.082 3.117 0.122
H 3.469 2.887 3.764 0.117
H 2.416 0.806 2.896 0.114
C -3.255 -0.757 3.343 -0.029
N -3.164 -1.822 2.359 -0.063
C -4.357 -2.625 2.080 -0.087
C -4.216 -2.966 0.597 -0.091
N -2.849 -2.558 0.303 -0.081
C -2.187 -3.072 -0.875 -0.036
C -2.321 -1.837 1.291 -0.355
N -1.111 -1.267 1.272 -0.035
C -0.376 -1.306 2.548 -0.215
C 1.027 -1.793 2.211 -0.203
N 1.673 -0.835 1.298 -0.038
C 2.966 -0.989 0.987 -0.313
N 3.709 -2.118 1.129 -0.054
C 3.318 -3.477 1.452 -0.026
C 5.127 -1.855 0.904 -0.089
C 5.104 -0.499 0.220 -0.090
N 3.770 -0.002 0.537 -0.059
C 3.479 1.337 0.074 -0.021
H -4.272 -0.363 3.346 0.088
H -2.601 0.064 3.070 0.064
H -3.016 -1.121 4.344 0.095
H -5.250 -2.035 2.283 0.121
H -4.380 -3.515 2.712 0.126
H -4.910 -2.408 -0.034 0.118
H -4.334 -4.031 0.401 0.129
H -1.918 -4.122 -0.727 0.102
H -1.319 -2.467 -1.096 0.029
H -2.866 -2.987 -1.722 0.099
H -0.812 -2.022 3.244 0.131
H -0.345 -0.333 3.050 0.101
H 0.886 -2.760 1.731 0.095
H 1.599 -1.937 3.133 0.131
H 3.255 -3.655 2.527 0.097
H 4.079 -4.134 1.036 0.098
H 2.386 -3.744 0.972 0.065
H 5.544 -2.630 0.261 0.128
H 5.676 -1.850 1.849 0.130
H 5.214 -0.569 -0.863 0.121
H 5.859 0.182 0.610 0.133
H 3.860 1.434 -0.942 0.100
H 3.952 2.072 0.726 0.096
H 2.419 1.535 0.018 0.055
```

ΔE to the lowest compared entry with this formula, charge and spin: 2.826 eV
HOMO energy: -9.4565 eV
charge: +1
HOMO-LUMO gap: 6.27 eV

---

[2]
Below is C36H47N5P2Pt as an isolated structure, with properties calculated with ωB97M-V/def2-TZVPD.

```
91
Properties=species:S:1:pos:R:3:lowdin_charge:R:1
Pt -0.306 -1.266 1.554 1.197
C -0.784 -2.847 0.437 -0.422
C -1.193 -2.051 -0.827 -0.479
C -2.708 -1.870 -0.950 -0.216
C -3.360 -1.393 0.368 -0.160
C -2.419 -0.912 1.470 -0.251
C -2.014 -1.767 2.579 -0.296
C -2.306 -3.247 2.467 -0.195
C -1.874 -3.743 1.080 -0.201
C -0.214 0.404 2.795 -0.231
H 0.085 -3.468 0.178 0.027
H -0.759 -2.619 -1.670 0.084
H -3.125 -2.828 -1.285 0.114
H -2.965 -1.149 -1.735 0.068
H -4.023 -0.550 0.124 0.101
H -4.020 -2.199 0.721 0.115
H -2.602 0.144 1.718 0.047
H -1.991 -1.347 3.587 0.109
H -3.347 -3.482 2.729 0.117
H -1.703 -3.816 3.180 0.107
H -1.417 -4.737 1.162 0.109
H -2.722 -3.886 0.402 0.093
H 0.265 -0.072 3.671 0.028
H -1.193 0.803 3.089 -0.019
H 0.420 1.208 2.399 -0.009
P -1.880 2.550 -0.034 1.058
P -0.419 -0.375 -1.135 1.172
N -3.360 2.909 0.809 -0.266
N -1.465 4.223 -0.354 -0.274
N 1.554 -4.400 -1.625 0.091
N 0.921 -1.164 -2.384 -0.151
C -2.510 1.690 -1.534 -0.358
C -1.515 0.679 -2.198 -0.380
C -3.449 2.664 2.198 -0.143
C -4.380 3.527 2.733 -0.088
C -4.887 4.338 1.661 -0.088
C -4.259 3.949 0.500 -0.131
C -0.683 4.985 0.542 -0.135
C -0.438 6.214 -0.045 -0.097
C -1.103 6.238 -1.318 -0.086
C -1.763 5.014 -1.466 -0.146
C 1.980 -4.632 -0.349 -0.149
C 2.658 -5.887 -0.252 -0.031
C 2.707 -6.395 -1.581 -0.045
C 2.006 -5.435 -2.388 -0.153
C 1.155 -2.178 -3.290 -0.191
C 2.478 -2.099 -3.766 -0.111
C 3.097 -1.031 -3.061 -0.098
C 2.123 -0.503 -2.217 -0.183
H -2.823 2.461 -2.256 0.070
H -3.434 1.178 -1.214 0.072
H -2.064 0.033 -2.912 0.085
H -0.783 1.262 -2.794 0.084
H -2.834 1.898 2.650 0.066
H -4.645 3.591 3.773 0.090
H -5.596 5.144 1.760 0.091
H -4.367 4.322 -0.512 0.103
H -0.406 4.567 1.511 0.109
H 0.141 7.017 0.384 0.091
H -1.099 7.035 -2.035 0.084
H -2.408 4.619 -2.243 0.093
H 1.818 -3.943 0.470 0.056
H 3.052 -6.304 0.658 0.095
H 3.211 -7.273 -1.941 0.091
H 1.843 -5.480 -3.459 0.093
H 0.396 -2.912 -3.543 0.094
H 2.920 -2.738 -4.514 0.085
H 4.112 -0.663 -3.146 0.085
H 2.179 0.301 -1.494 0.049
C 4.128 1.771 -0.846 -0.104
N 2.707 1.981 -0.669 -0.312
C 2.220 3.206 -1.256 -0.088
C 1.970 1.481 0.498 -0.215
C 2.509 0.228 1.161 -0.230
C 3.821 0.345 1.645 -0.063
C 4.493 -0.758 2.159 -0.075
C 3.780 -1.937 2.392 -0.083
C 2.434 -2.025 2.034 -0.155
C 1.780 -0.940 1.471 -0.227
H 4.383 2.183 -1.832 0.086
H 4.392 0.706 -0.851 0.084
H 4.728 2.300 -0.086 0.078
H 1.155 3.120 -1.510 0.069
H 2.348 4.074 -0.588 0.084
H 2.779 3.394 -2.181 0.083
H 1.934 2.296 1.252 0.123
H 0.932 1.308 0.160 0.016
H 4.323 1.322 1.617 0.109
H 5.547 -0.660 2.426 0.104
H 4.256 -2.767 2.901 0.098
H 1.878 -2.930 2.271 0.079
```

ΔE to the lowest compared entry with this formula, charge and spin: 0.202 eV
HOMO energy (spin up / spin down): -7.3397 / -7.1815 eV
2S+1: 3
HOMO-LUMO gap (spin up / spin down): 7.47 / 4.66 eV